(1)
Computed, not measured: a structure of composition C13H21ClLiSb, with wB97M-V/def2-TZVPD.

Structure (XYZ):
```
37
Properties=species:S:1:pos:R:3
Li -0.0194 -0.8548 -0.1973
C -0.8131 0.6111 5.4874
C -0.3481 1.2581 4.1860
Sb -0.0807 -0.0635 2.5167
C 1.8640 -0.8878 2.9896
C 2.3086 -0.8544 4.4534
C -1.3264 -1.7325 3.1242
C -0.7523 -2.7147 4.1482
H -0.9897 1.3806 6.2423
H -0.0729 -0.0794 5.8891
H -1.7477 0.0631 5.3584
H 0.6087 1.7690 4.3059
H -1.0625 2.0085 3.8471
H 2.5659 -0.3325 2.3651
H 1.8586 -1.9120 2.6058
H 2.2981 0.1608 4.8556
H 3.3299 -1.2298 4.5533
H 1.6710 -1.4694 5.0881
H -1.5826 -2.2584 2.2020
H -2.2620 -1.2916 3.4777
H 0.1894 -3.1511 3.8095
H -1.4469 -3.5407 4.3206
H -0.5680 -2.2376 5.1099
Cl -1.3559 -2.5037 -3.2093
C -2.0639 -0.9196 -2.9336
C -3.4096 -0.7592 -3.2224
C -4.0343 0.4556 -2.9852
C -3.2774 1.4971 -2.4583
C -1.9335 1.3221 -2.1804
C -1.2510 0.1056 -2.4121
C 0.1459 -0.0838 -2.0312
H -3.9635 -1.5973 -3.6266
H -5.0852 0.5856 -3.2130
H -3.7405 2.4592 -2.2687
H -1.3590 2.1540 -1.7853
H 0.6553 0.8768 -1.9061
H 0.7006 -0.7155 -2.7233
```

Results
orbital gap = 6.308 eV

And the Löwdin charges, in e, turn out to be: 0.5109, -0.1817, -0.4463, 1.3700, -0.4544, -0.1837, -0.4513, -0.1831, 0.0726, 0.0490, 0.0602, 0.0433, 0.0381, 0.0360, 0.0402, 0.0591, 0.0706, 0.0478, 0.0300, 0.0423, 0.0588, 0.0710, 0.0475, 0.6291, -0.6267, -0.1396, -0.1239, -0.1148, -0.0798, -0.4142, -0.2598, 0.0951, 0.0917, 0.0951, 0.1017, 0.0083, -0.0092

***

(2)
Computed, not measured: a structure of composition C13H21FN2O6Pd, with wB97M-V/def2-TZVPD.

Structure (XYZ):
```
44
Properties=species:S:1:pos:R:3
Pd 0.3321 0.5947 0.3967
C 0.0771 0.4609 4.2755
O -0.9117 -0.5460 4.2765
C -0.7035 -1.4804 3.2276
C -2.0349 -2.1307 2.9044
O -1.8831 -3.1791 1.9596
C -1.8028 -2.6961 0.6238
H 1.0645 0.0496 4.5320
H -0.2064 1.1977 5.0293
H 0.1572 0.9381 3.2915
H 0.0211 -2.2475 3.5411
H -0.3006 -0.9713 2.3411
H -2.7270 -1.3673 2.5349
H -2.4525 -2.5823 3.8094
H -2.7308 -2.1871 0.3426
H -1.6525 -3.5690 -0.0126
H -0.9812 -1.9886 0.4696
F 3.9564 -2.8027 -4.2024
C 3.5738 -2.0433 -3.1155
C 3.3934 -2.6528 -1.8929
C 3.0131 -1.8806 -0.8039
C 2.7915 -0.4910 -0.8955
C 2.3945 0.3143 0.2591
C 2.9948 0.0704 -2.1752
C 3.3780 -0.6850 -3.2711
H 3.5467 -3.7219 -1.7978
H 2.8535 -2.3630 0.1544
H 2.8073 1.3285 0.2014
H 2.7187 -0.1580 1.1939
H 2.8125 1.1315 -2.3043
H 3.5119 -0.2289 -4.2450
O -3.0133 2.2343 0.0322
N -2.9603 1.1694 0.6906
O -3.9888 0.6998 1.2004
O -1.8740 0.5663 0.8359
C -2.4976 4.1523 -2.8666
C -1.1812 3.3965 -2.9766
N -0.9241 2.5881 -1.9477
O -0.4405 3.5819 -3.9426
H -3.1314 3.7743 -2.0657
H -3.0157 4.0848 -3.8229
H -2.2743 5.2045 -2.6814
H -1.6076 2.4360 -1.2065
H -0.1022 1.9988 -1.8973
```

Results
orbital gap = 4.898 eV
net charge = -2

And the Löwdin charges, in e, turn out to be: 0.2654, -0.1347, -0.1990, -0.2309, -0.2119, -0.2046, -0.1153, 0.0789, 0.0737, 0.0533, 0.1245, 0.0609, 0.1075, 0.1170, 0.0833, 0.0759, 0.0476, -0.0267, -0.3219, -0.0628, -0.0805, -0.3584, -0.3084, -0.0778, -0.0565, 0.0971, 0.0967, -0.0041, 0.0032, 0.1001, 0.1003, -0.0822, -0.5794, -0.0468, -0.1643, -0.0244, -0.6216, 0.1685, -0.0379, 0.0558, 0.0675, 0.0709, 0.0389, 0.0628

***

(3)
Computed, not measured: the ion C13H21N2 with charge +1, with wB97M-V/def2-TZVPD.

Structure (XYZ):
```
36
Properties=species:S:1:pos:R:3
C 0.6301 -1.7748 -1.6766
C 0.2125 -1.3263 -0.2544
C 1.2702 -1.7118 0.7382
C 2.4762 -0.7714 0.7206
C 2.1436 0.6738 1.0986
C 1.9895 1.8028 -0.0380
C 0.6180 1.7224 -0.6329
N 0.5165 1.3633 -1.9079
N -0.4058 2.1088 0.1294
C -0.9903 -0.7689 0.0705
C -1.9447 -0.6710 -1.0162
C -3.1286 -0.0939 -0.8162
C -3.4776 0.4498 0.4659
C -2.6562 0.3203 1.5559
C -1.3837 -0.5183 1.4954
H 0.0526 -1.4624 -2.5525
H 0.8961 -2.8779 -1.7535
H 1.5439 -1.3939 -1.9520
H 1.7522 -2.6404 0.5997
H 0.7214 -1.8468 1.7391
H 3.1692 -0.6938 -0.0429
H 3.1434 -1.2683 1.4685
H 1.1833 0.5025 1.7671
H 2.9844 1.1774 1.5876
H 2.1391 2.8630 0.3887
H 2.5977 1.8808 -0.8940
H -0.3711 0.9931 -2.2262
H 1.2471 1.2798 -2.5657
H -1.3667 1.8675 -0.0821
H -0.3832 2.2598 1.0941
H -1.8984 -1.1555 -1.9541
H -3.8328 -0.1649 -1.6280
H -4.4009 0.9398 0.5172
H -2.9432 0.5001 2.4938
H -1.5134 -1.5808 1.8118
H -0.5903 0.0161 2.2512
```

Results
SMILES string = C/C(CCCCC(N)=[NH2+])=C1\C=CC=CC1
orbital gap = 7.736 eV
net charge = +1

And the Löwdin charges, in e, turn out to be: -0.0428, -0.2230, -0.1585, -0.1924, -0.1275, -0.0736, -0.3391, 0.2433, 0.2479, -0.2449, -0.0788, -0.0785, -0.0648, -0.0553, -0.1307, 0.0672, 0.1212, 0.0305, 0.1040, 0.1424, 0.0894, 0.1349, 0.1223, 0.1103, 0.1592, 0.0988, 0.1229, 0.1283, 0.1073, 0.1141, 0.1011, 0.1138, 0.0929, 0.0611, 0.1463, 0.1509

***

(4)
Computed, not measured: a structure of composition C13H21NO11, with wB97M-V/def2-TZVPD.

Structure (XYZ):
```
46
Properties=species:S:1:pos:R:3
C 4.5672 -17.9428 4.3182
N 5.8497 -18.2730 3.5347
O 6.1848 -17.6224 2.5268
O 6.5805 -19.1470 4.1879
H 4.2463 -16.9107 4.4596
H 4.7227 -18.2281 5.3586
H 3.7266 -18.4225 3.8168
C 5.3187 -14.4268 6.1652
C 6.3555 -15.4901 5.6875
C 7.7582 -15.3698 6.0072
O 8.1257 -16.5385 6.6823
C 6.9545 -17.1762 7.0710
O 6.9542 -18.2496 7.7217
O 5.9340 -16.6634 6.3940
H 5.4859 -13.3786 5.9171
H 5.3016 -14.3710 7.2537
H 4.3190 -14.7701 5.8988
H 6.0711 -15.7266 4.6622
H 7.7841 -14.4978 6.6606
H 8.2264 -15.2650 5.0285
C 4.5775 -17.9958 -1.6766
C 4.4897 -16.5212 -2.0916
C 4.6802 -15.4762 -0.9563
O 5.8397 -14.7493 -1.3297
C 6.2972 -15.3154 -2.5428
O 7.3898 -14.9668 -3.0306
O 5.4555 -16.1827 -3.0372
H 4.3254 -18.7666 -2.4049
H 3.9463 -18.1905 -0.8096
H 5.5704 -18.2126 -1.2826
H 3.4992 -16.4928 -2.5458
H 4.6442 -15.8759 0.0572
H 3.9780 -14.6427 -0.9480
C 7.2995 -17.3488 0.6311
C 7.3071 -15.9192 1.0748
C 5.9168 -15.2821 1.2508
O 5.8586 -14.8067 2.5454
C 7.0231 -15.0602 3.2147
O 7.3161 -14.5248 4.3472
O 7.8325 -15.6863 2.3938
H 6.5244 -17.9863 1.0565
H 8.2909 -17.7397 0.8603
H 7.1989 -17.2231 -0.4469
H 7.7682 -15.3911 0.2401
H 5.1710 -16.0556 1.0677
H 5.7430 -14.5429 0.4687
```

Results
orbital gap = 8.122 eV

And the Löwdin charges, in e, turn out to be: 0.0605, -0.2351, -0.0429, 0.0720, 0.0882, 0.0945, 0.0995, 0.0221, -0.3785, -0.1647, 0.0903, -0.4782, 0.0807, 0.0310, 0.0899, 0.0882, 0.0814, 0.1029, 0.1612, 0.1013, -0.0101, -0.2815, -0.1247, -0.0013, -0.4759, 0.1171, 0.1285, 0.0902, 0.0893, 0.0630, 0.1509, 0.0668, 0.1508, -0.0292, -0.2374, -0.1453, 0.1139, -0.3961, -0.0197, 0.1459, 0.0666, 0.1155, 0.0806, 0.1604, 0.0938, 0.1239

***

(5)
Computed, not measured: an isolated molecule of C13H21NO2, with wB97M-V/def2-TZVPD.

Structure (XYZ):
```
37
Properties=species:S:1:pos:R:3
N 2.6308 0.3059 0.3424
C 1.8201 1.4932 0.8817
C 0.8741 1.1203 2.1679
C -0.3681 0.0997 1.8462
C 0.1496 -1.4463 1.4963
C 0.0160 -1.9287 -0.0890
C 0.5958 -3.4657 -0.4032
C 1.2490 -4.3737 0.8240
C 1.3380 -3.8797 2.4007
C 0.7691 -2.3555 2.7117
C 1.0296 2.3100 -0.3261
O 0.2453 1.4418 -1.2188
C -1.0638 2.1001 -1.5113
C -1.6790 1.7285 -2.9843
C -3.2186 1.1258 -2.7590
O -3.1144 -0.3582 -2.6268
H 3.0557 0.5254 -0.5849
H 3.3331 -0.0025 1.0500
H 2.6407 2.2603 1.2857
H 0.3782 2.1404 2.5405
H 1.4669 0.6919 3.0980
H -1.1311 0.4919 1.0426
H -0.9808 -0.0142 2.8645
H -0.4551 -1.2390 -0.9419
H 0.5803 -3.8968 -1.4988
H 1.6771 -5.4400 0.5788
H 1.8119 -4.5341 3.2748
H 0.8180 -1.9382 3.8262
H 0.4258 3.1710 0.1872
H 1.8946 2.8306 -0.9631
H -1.8026 1.7027 -0.6690
H -0.9929 3.2849 -1.4648
H -1.0032 1.0306 -3.6416
H -1.8096 2.7335 -3.5956
H -3.9466 1.3850 -3.6429
H -3.7220 1.5426 -1.7640
H -3.5120 -0.6434 -1.7344
```

Results
SMILES string = N[C@H](CCc1ccccc1)COCCCO
orbital gap = 8.383 eV

And the Löwdin charges, in e, turn out to be: 0.0038, -0.3291, -0.1707, -0.1881, -0.1472, -0.0081, -0.0642, -0.0940, -0.0790, -0.0535, -0.1752, -0.2185, -0.1978, -0.1313, -0.2323, -0.1616, 0.0752, 0.0788, 0.1362, 0.1189, 0.1161, 0.0923, 0.1148, 0.0935, 0.0750, 0.0680, 0.0834, 0.0901, 0.1247, 0.1375, 0.1154, 0.1321, 0.1300, 0.1120, 0.1181, 0.1246, 0.1101

***

(6)
Computed, not measured: an isolated molecule of C13H21NO2S, with wB97M-V/def2-TZVPD.

Structure (XYZ):
```
38
Properties=species:S:1:pos:R:3
C 3.0902 2.8601 -1.1353
S 1.8724 1.5108 -1.1222
C 2.7211 0.2191 -0.2685
C 3.9857 0.3082 0.2797
C 4.5266 -0.7814 0.9477
C 3.8039 -1.9506 1.0705
C 2.5326 -2.0525 0.5210
C 1.9883 -0.9757 -0.1568
O 0.7677 -0.9367 -0.7533
C -0.1058 -2.0328 -0.6124
C -1.4125 -1.7300 -1.3784
O -2.4302 -2.5841 -0.9259
C -1.8417 -0.2672 -1.2068
N -2.1158 -0.0273 0.2012
C -2.9071 1.1704 0.4720
C -4.3924 0.8347 0.3294
C -2.6100 1.6595 1.8863
H 3.9869 2.5453 -1.6606
H 2.6169 3.6760 -1.6723
H 3.3169 3.1709 -0.1198
H 4.5597 1.2170 0.1988
H 5.5154 -0.7040 1.3732
H 4.2223 -2.7958 1.5952
H 1.9788 -2.9722 0.6230
H -0.3469 -2.1986 0.4473
H 0.3445 -2.9496 -1.0127
H -1.2639 -1.9435 -2.4417
H -2.7981 -2.1600 -0.1353
H -1.0707 0.3982 -1.6190
H -2.7652 -0.1233 -1.7726
H -1.2271 0.0478 0.6868
H -2.6529 1.9766 -0.2396
H -4.6126 0.4590 -0.6662
H -4.9968 1.7210 0.5036
H -4.6679 0.0718 1.0533
H -2.8174 0.8686 2.6037
H -1.5654 1.9511 1.9800
H -3.2294 2.5197 2.1267
```

Results
SMILES string = CSc1ccccc1OC[C@@H](O)CNC(C)C
orbital gap = 8.645 eV

And the Löwdin charges, in e, turn out to be: -0.3930, 0.9269, -0.4514, -0.0939, -0.0973, -0.0895, -0.0179, -0.3012, -0.1201, -0.1409, -0.3464, -0.0279, -0.1670, -0.0340, -0.4647, -0.0645, -0.0661, 0.0372, 0.0286, 0.0358, 0.0920, 0.1008, 0.1023, 0.1069, 0.1384, 0.1371, 0.1516, 0.0856, 0.1096, 0.1226, 0.1091, 0.1395, 0.0657, 0.0748, 0.0794, 0.0810, 0.0745, 0.0764

***

no.,HOMO level (eV),F_max (eV/A)
1,-6.39,0.5
2,0.43,0.2
3,-11.05,4.9
4,-9.26,14.8
5,-7.80,5.4
6,-7.96,0.7